# 1
Entry from OMol25: C25H35GeIN3PbS as an isolated structure (the ωB97M-V functional and the def2-TZVPD basis).

Properties
net charge	+1
orbital gap	0.280	Ha

Geometry (Å):
Pb  -0.208  0.236  0.994
C  5.757  -0.941  3.150
C  4.355  -0.717  3.619
C  3.841  -1.332  4.752
C  2.515  -1.086  5.052
N  1.755  -0.264  4.330
C  2.348  0.313  3.289
S  1.421  1.553  2.396
N  3.596  0.105  2.886
H  6.336  -1.512  3.872
H  6.246  0.016  2.971
H  5.748  -1.488  2.206
H  4.446  -1.984  5.365
H  2.037  -1.561  5.902
C  -0.343  -1.843  1.757
C  -1.566  -1.730  2.616
C  -2.827  -1.968  2.066
C  -3.973  -1.784  2.824
C  -3.875  -1.348  4.138
C  -2.625  -1.101  4.689
C  -1.476  -1.287  3.935
H  -0.476  -2.508  0.907
H  0.576  -2.063  2.296
H  -2.909  -2.311  1.040
H  -4.943  -1.987  2.389
H  -4.768  -1.210  4.732
H  -2.542  -0.753  5.710
H  -0.509  -1.056  4.359
C  -2.671  4.926  -1.449
C  -1.540  3.907  -1.433
C  -0.628  4.028  -0.216
C  -1.294  3.788  1.139
Ge  -2.159  2.064  1.401
C  -3.766  1.539  0.427
C  -4.985  2.394  0.809
C  -5.343  2.344  2.291
C  -6.665  3.042  2.581
H  -3.287  4.825  -2.342
H  -2.274  5.943  -1.434
H  -3.332  4.823  -0.586
H  -0.930  4.031  -2.330
H  -1.949  2.892  -1.493
H  -0.178  5.024  -0.206
H  0.206  3.324  -0.319
H  -2.070  4.527  1.363
H  -0.552  3.860  1.935
H  -2.235  1.687  2.887
H  -3.948  0.492  0.677
H  -3.580  1.597  -0.646
H  -5.841  2.044  0.225
H  -4.824  3.433  0.506
H  -4.552  2.812  2.887
H  -5.385  1.301  2.619
H  -6.621  4.097  2.306
H  -6.925  2.986  3.638
H  -7.479  2.587  2.014
I  -0.656  -0.748  -2.382
C  1.322  -0.806  -1.761
C  2.282  -1.393  -2.565
C  3.596  -1.366  -2.126
C  3.898  -0.748  -0.926
C  2.875  -0.185  -0.186
N  1.601  -0.225  -0.598
H  2.009  -1.846  -3.507
H  4.375  -1.817  -2.727
H  4.913  -0.693  -0.560
H  3.066  0.327  0.748

Atom charges from the Löwdin analysis, given in e for atoms 1 to 2: number 1, Pb, carries 0.94; number 2, C, carries -0.02

---

# 2
Entry from OMol25: C18H18Cl4N5ReS as an isolated structure (the ωB97M-V functional and the def2-TZVPD basis).

Properties
2S+1	2
net charge	+1
<S²>	0.758
orbital gap (alpha / beta)	0.277 / 0.265	Ha

Geometry (Å):
Re  -0.062  0.492  0.429
Cl  2.321  -0.026  0.190
C  2.829  -0.600  1.797
C  4.035  -1.262  1.883
C  4.422  -1.715  3.135
C  3.611  -1.498  4.237
C  2.407  -0.828  4.101
Cl  1.426  -0.572  5.496
C  1.973  -0.358  2.855
S  0.455  0.531  2.672
H  4.650  -1.417  1.008
H  5.360  -2.240  3.250
H  3.905  -1.851  5.215
Cl  -4.561  0.327  -0.894
C  -3.775  -1.144  -0.456
C  -4.468  -2.343  -0.432
C  -3.819  -3.517  -0.076
C  -2.473  -3.518  0.265
C  -1.814  -2.310  0.235
Cl  -0.119  -2.154  0.649
C  -2.424  -1.112  -0.121
N  -1.634  0.017  -0.152
H  -5.517  -2.351  -0.693
H  -4.371  -4.447  -0.064
H  -1.960  -4.427  0.544
C  1.096  3.336  0.512
N  0.941  4.738  0.254
C  0.670  4.949  -1.170
N  -0.562  4.271  -1.577
C  -0.431  2.859  -1.349
N  -0.160  2.561  0.124
C  -1.316  3.172  0.917
N  -1.433  4.577  0.656
C  -0.189  5.253  1.033
C  -1.675  4.789  -0.773
H  1.272  3.152  1.572
H  1.924  2.932  -0.072
H  1.506  4.566  -1.759
H  0.569  6.016  -1.360
H  0.402  2.456  -1.928
H  -1.350  2.337  -1.617
H  -1.112  2.987  1.972
H  -2.221  2.643  0.619
H  0.002  5.095  2.095
H  -0.292  6.321  0.848
H  -1.783  5.856  -0.964
H  -2.596  4.284  -1.063

Atom charges from the Löwdin analysis, given in e for atoms 1 to 2: number 1, Re, carries 0.90; number 2, Cl, carries 0.68

---

# 3
Entry from OMol25: a 2-piece molecular cluster, C3N4OS overall in a non-equilibrium geometry (the ωB97M-V functional and the def2-TZVPD basis).

Properties
2S+1	3
net charge	0
<S²>	2.036
orbital gap (alpha / beta)	0.389 / 0.229	Ha

Geometry (Å):
C  0.181  1.562  -0.464
C  2.056  -0.327  -0.672
C  -2.276  -1.259  1.287
N  0.316  2.688  -0.528
N  3.207  -0.240  -0.617
N  -3.176  -1.795  0.769
N  -0.169  0.316  -0.663
O  0.847  -0.557  -0.903
S  -0.987  -0.389  1.791

Atom charges from the Löwdin analysis, given in e for atoms 1 to 2: number 1, C, carries -0.35; number 2, C, carries -0.36

---

# 4
Entry from OMol25: a 2-piece molecular cluster, C5H10NO2 overall in a non-equilibrium geometry (the ωB97M-V functional and the def2-TZVPD basis).

Properties
net charge	+1
orbital gap	0.359	Ha

Geometry (Å):
C  0.475  1.427  0.811
C  1.930  1.698  0.744
C  -0.342  0.490  0.500
C  -2.508  0.279  -0.736
C  1.667  -1.781  -0.426
N  -1.534  -0.152  0.276
O  2.549  1.186  -0.104
O  0.413  -1.385  0.198
H  0.069  2.377  1.137
H  2.333  2.362  1.398
H  -3.315  -0.507  -0.895
H  -2.864  1.307  -0.559
H  -1.957  0.343  -1.758
H  1.624  -2.830  -0.548
H  2.461  -1.676  0.206
H  1.798  -1.401  -1.438
H  -2.075  -0.410  1.221
H  -0.726  -1.327  -0.029

Atom charges from the Löwdin analysis, given in e for atoms 1 to 2: number 1, C, carries 0.06; number 2, C, carries -0.21

---

# 5
Entry from OMol25: an isolated ion of composition C10H6BrO4 and charge -1 in a non-equilibrium geometry (the ωB97M-V functional and the def2-TZVPD basis).

Properties
SMILES	O=C([O-])C(Br)(c1ccco1)c1ccco1
net charge	-1
orbital gap	0.289	Ha

Geometry (Å):
C  0.059  -2.069  2.656
C  -0.769  2.595  -1.694
C  -0.780  -2.297  1.582
C  -1.788  1.557  -1.490
C  0.394  -0.780  2.592
C  0.423  1.988  -1.394
C  -0.901  -1.158  0.899
C  -1.070  0.411  -1.165
C  -1.030  -2.285  -1.530
C  -1.554  -0.929  -0.779
O  -1.767  -3.224  -1.326
O  0.059  -2.159  -2.116
O  -0.236  -0.197  1.489
O  0.256  0.663  -1.242
Br  -3.426  -0.946  -0.376
H  0.116  -2.772  3.507
H  -0.967  3.490  -2.130
H  -1.117  -3.248  1.069
H  -2.953  1.607  -1.422
H  1.060  -0.129  3.137
H  1.377  2.302  -1.528

Atom charges from the Löwdin analysis, given in e for atoms 1 to 2: number 1, C, carries -0.10; number 2, C, carries -0.05

---

# 6
Entry from OMol25: a single C4H3NOS2 molecule in a non-equilibrium geometry (the ωB97M-V functional and the def2-TZVPD basis).

Properties
SMILES	O/C=C1/SN=CC1=S
net charge	0
orbital gap	0.252	Ha

Geometry (Å):
C  0.500  1.606  -0.101
C  -0.197  0.431  -0.156
C  -0.984  -1.679  0.091
C  0.253  -0.874  -0.175
H  2.347  0.953  0.084
H  -0.212  2.448  -0.582
H  -1.154  -2.758  0.413
N  -2.143  -1.063  0.204
O  1.792  1.784  0.313
S  -2.018  0.555  -0.037
S  1.815  -1.402  -0.054

Atom charges from the Löwdin analysis, given in e for atoms 1 to 2: number 1, C, carries -0.15; number 2, C, carries -0.54

---

# 7
Entry from OMol25: C22H50NNbO4P as an isolated structure in a non-equilibrium geometry (the ωB97M-V functional and the def2-TZVPD basis).

Properties
net charge	-1
orbital gap	0.214	Ha

Geometry (Å):
C  -5.616  2.643  3.448
P  -6.106  2.026  1.779
C  -7.517  3.153  1.421
Nb  -4.199  2.122  0.092
C  -2.762  3.062  -1.315
C  -1.643  3.965  -0.794
C  -0.724  3.235  0.202
C  0.783  3.503  0.069
C  1.575  2.228  0.355
N  2.972  2.497  0.718
C  -3.578  -0.069  -0.269
C  -2.439  -0.474  0.630
C  -2.211  -1.911  0.986
O  -1.382  -1.240  0.063
H  -4.752  2.062  3.768
H  -5.318  3.693  3.414
H  -6.422  2.527  4.177
H  -7.176  4.167  1.212
H  -8.220  3.178  2.257
H  -8.041  2.769  0.546
H  -5.689  1.889  -0.980
H  -4.604  3.931  0.175
H  -3.359  2.300  1.724
H  -3.397  3.664  -1.978
H  -2.322  2.269  -1.937
H  -2.085  4.846  -0.326
H  -1.023  4.301  -1.635
H  -0.880  2.161  0.047
H  -1.048  3.460  1.220
H  1.104  4.237  0.813
H  1.002  3.879  -0.932
H  1.044  1.702  1.157
H  1.555  1.558  -0.507
H  3.568  1.713  0.493
H  3.057  2.672  1.710
H  -3.202  -0.215  -1.287
H  -4.434  -0.722  -0.081
H  -2.126  0.228  1.407
H  -3.069  -2.479  0.649
H  -1.810  -1.970  1.992
C  3.912  0.156  -3.918
C  4.014  0.969  -2.628
C  3.243  2.232  -2.991
O  2.244  1.831  -3.929
C  2.503  0.504  -4.382
H  4.051  -0.913  -3.774
H  4.651  0.510  -4.643
H  3.500  0.441  -1.819
H  5.035  1.173  -2.308
H  3.886  2.984  -3.462
H  2.759  2.692  -2.130
H  1.767  -0.172  -3.932
H  2.383  0.468  -5.466
C  1.935  -3.437  4.010
C  0.777  -2.601  3.464
C  -0.072  -2.403  4.714
O  0.840  -2.385  5.817
C  2.127  -2.825  5.393
H  2.836  -3.389  3.401
H  1.636  -4.485  4.096
H  1.146  -1.640  3.099
H  0.230  -3.078  2.654
H  -0.775  -3.232  4.848
H  -0.636  -1.471  4.709
H  2.806  -1.966  5.350
H  2.514  -3.532  6.128
C  2.301  -4.909  -2.318
C  3.638  -5.501  -2.767
C  4.083  -4.486  -3.814
O  3.558  -3.229  -3.396
C  2.601  -3.416  -2.349
H  1.977  -5.248  -1.335
H  1.518  -5.155  -3.038
H  4.341  -5.518  -1.932
H  3.559  -6.510  -3.169
H  3.678  -4.734  -4.802
H  5.168  -4.403  -3.899
H  3.036  -3.078  -1.403
H  1.724  -2.804  -2.561

Atom charges from the Löwdin analysis, given in e for atoms 1 to 2: number 1, C, carries -0.46; number 2, P, carries 0.54

---

# 8
Entry from OMol25: CH2F2N2 as an isolated structure in a non-equilibrium geometry (the ωB97M-V functional and the def2-TZVPD basis).

Properties
net charge	0
orbital gap	0.380	Ha

Geometry (Å):
C  1.027  -1.040  0.546
N  1.774  -1.488  1.393
N  0.062  -0.388  0.087
F  -0.477  -2.495  -0.731
F  2.636  -2.550  1.368
H  0.268  0.581  0.058
H  -0.580  -1.314  -0.520

Atom charges from the Löwdin analysis, given in e for atoms 1 to 2: number 1, C, carries -0.15; number 2, N, carries 0.14

---

# 9
Entry from OMol25: a 2-piece molecular cluster, C4H13NOS2 overall (the ωB97M-V functional and the def2-TZVPD basis).

Properties
SMILES	CCSSCCN.O
net charge	0
orbital gap	0.353	Ha

Geometry (Å):
N  -2.100  0.567  2.781
C  -1.731  1.311  1.580
C  -0.306  0.957  1.184
S  -0.056  -0.765  0.748
S  -0.780  -0.996  -1.148
C  0.647  -0.618  -2.231
C  0.921  0.855  -2.373
H  -2.932  0.959  3.203
H  -2.360  -0.383  2.524
H  -1.744  2.387  1.793
H  -2.401  1.113  0.737
H  0.332  1.089  2.064
H  0.014  1.645  0.406
H  0.331  -1.055  -3.197
H  1.490  -1.169  -1.831
H  1.088  1.312  -1.397
H  1.830  1.045  -2.956
H  0.102  1.364  -2.856
H  3.101  -0.459  0.244
H  3.215  0.795  -0.654
O  3.286  0.493  0.258

Atom charges from the Löwdin analysis, given in e for atoms 1 to 2: number 1, N, carries -0.02; number 2, C, carries -0.36

---

# 10
Entry from OMol25: C9H21N3OP2Pd as an isolated structure in a non-equilibrium geometry (the ωB97M-V functional and the def2-TZVPD basis).

Properties
2S+1	3
net charge	0
<S²>	2.007
orbital gap (alpha / beta)	0.258 / 0.208	Ha

Geometry (Å):
Pd  0.470  0.185  -0.290
H  -1.059  1.098  0.770
H  -0.913  0.426  1.210
P  -0.032  2.307  -1.246
P  1.227  -1.612  1.019
C  0.981  -3.263  0.282
H  1.516  -4.021  0.864
H  -0.094  -3.478  0.291
H  1.336  -3.255  -0.751
C  3.038  -1.461  1.139
H  3.279  -0.529  1.661
H  3.474  -2.311  1.677
H  3.444  -1.408  0.125
C  0.728  -1.861  2.766
H  -0.338  -2.105  2.813
H  1.302  -2.682  3.218
H  0.904  -0.941  3.333
C  1.584  3.036  -1.666
H  1.446  4.009  -2.156
H  2.160  3.150  -0.739
H  2.102  2.334  -2.330
C  -0.947  2.266  -2.819
H  -1.979  1.943  -2.631
H  -0.950  3.268  -3.268
H  -0.458  1.555  -3.497
C  -0.865  3.624  -0.283
H  -0.340  3.771  0.670
H  -0.851  4.568  -0.849
H  -1.905  3.337  -0.083
C  -0.656  -0.800  -1.505
O  -1.332  -1.423  -2.201
H  1.829  0.072  -1.164
N  -1.429  -1.750  0.723
C  -2.593  -1.891  0.616
N  -3.813  -2.196  0.544
C  -4.706  -2.039  1.480
N  -5.558  -1.922  2.278

Atom charges from the Löwdin analysis, given in e for atoms 1 to 2: number 1, Pd, carries 0.30; number 2, H, carries 0.03

---

# 11
Entry from OMol25: C30H49BBaN6O3P as an isolated structure (the ωB97M-V functional and the def2-TZVPD basis).

Properties
net charge	+1
orbital gap	0.329	Ha

Geometry (Å):
Ba  -0.827  -0.262  0.356
C  -4.577  0.786  1.795
C  -3.803  1.932  1.229
C  -4.247  3.241  1.042
C  -3.196  3.892  0.430
C  -3.138  5.313  -0.026
N  -2.188  3.007  0.287
N  -2.552  1.789  0.792
B  -0.852  3.281  -0.444
N  0.383  3.002  0.449
N  0.724  1.758  0.897
C  1.831  1.908  1.627
C  2.520  0.731  2.231
C  2.207  3.248  1.669
C  1.259  3.913  0.914
C  1.171  5.377  0.631
N  -0.781  2.491  -1.786
N  -0.985  1.142  -1.882
C  -0.938  0.843  -3.182
C  -1.104  -0.566  -3.653
C  -0.702  1.990  -3.936
C  -0.610  3.017  -3.013
C  -0.360  4.466  -3.274
H  -5.554  0.719  1.317
H  -4.740  0.906  2.866
H  -4.058  -0.158  1.636
H  -5.207  3.654  1.299
H  -4.083  5.797  0.212
H  -2.979  5.383  -1.102
H  -2.336  5.865  0.463
H  -0.825  4.440  -0.722
H  2.008  -0.196  1.979
H  2.564  0.813  3.318
H  3.544  0.650  1.862
H  3.052  3.683  2.174
H  2.022  5.877  1.090
H  0.258  5.809  1.041
H  1.182  5.586  -0.437
H  -0.247  -1.181  -3.371
H  -1.184  -0.595  -4.738
H  -2.006  -1.021  -3.241
H  -0.623  2.068  -5.007
H  -0.211  4.612  -4.342
H  0.527  4.823  -2.751
H  -1.200  5.084  -2.958
C  -2.253  0.028  4.462
C  -1.585  -1.042  3.641
C  -2.326  -1.891  2.824
C  -1.704  -2.859  2.032
C  -2.500  -3.746  1.106
C  -0.326  -2.997  2.104
C  0.436  -2.222  2.986
C  1.893  -2.535  3.188
C  -0.203  -1.220  3.708
H  -1.866  0.036  5.480
H  -3.329  -0.126  4.507
H  -2.070  1.015  4.031
H  -3.406  -1.807  2.812
H  -3.366  -3.226  0.691
H  -2.879  -4.618  1.642
H  -1.881  -4.112  0.286
H  0.177  -3.730  1.483
H  1.986  -3.434  3.800
H  2.413  -1.731  3.704
H  2.389  -2.735  2.239
H  0.377  -0.594  4.377
C  1.205  -5.240  -2.959
C  0.710  -3.823  -3.144
O  1.665  -2.870  -2.630
P  1.516  -2.351  -1.112
O  2.176  -3.471  -0.184
C  3.525  -3.974  -0.394
C  3.657  -5.277  0.352
O  2.696  -1.253  -1.095
C  2.514  0.008  -1.783
C  3.256  0.021  -3.097
H  0.503  -5.937  -3.418
H  1.297  -5.490  -1.902
H  2.177  -5.371  -3.434
H  -0.256  -3.678  -2.648
H  0.588  -3.580  -4.198
H  4.221  -3.221  -0.026
H  3.686  -4.101  -1.466
H  3.460  -5.140  1.415
H  4.671  -5.661  0.238
H  2.962  -6.021  -0.036
H  2.882  0.776  -1.102
H  1.445  0.190  -1.945
H  4.319  -0.159  -2.935
H  3.135  0.996  -3.572
H  2.874  -0.747  -3.768

Atom charges from the Löwdin analysis, given in e for atoms 1 to 2: number 1, Ba, carries 1.77; number 2, C, carries -0.03